{
  "formula": "C3H3HoLiO4",
  "method": "ωB97M-V/def2-TZVPD",
  "lumo_energy_ev": [-3.56, -3.30],
  "energy_ha": -1372.3748,
  "multiplicity": 5,
  "total_charge": 1,
  "e_homo_ev": [-10.203, -9.966],
  "species": ["O", "C", "C", "H", "H", "C", "O", "O", "Li", "Ho", "O", "H"],
  "xyz": [[0.600, 0.151, -0.795], [0.169, 1.193, -0.244], [-1.286, 1.115, 0.152], [-1.835, 1.828, -0.488], [-1.375, 1.474, 1.192], [2.325, -2.541, 0.168], [1.176, -2.694, 0.008], [3.385, -2.165, 0.457], [-0.458, -1.426, -0.543], [1.832, 3.514, -0.126], [-1.796, -0.207, 0.020], [-2.738, -0.244, 0.200]],
  "forces_ev_per_a": [[-0.0039, 0.7957, 0.7273], [0.7572, -0.0064, -0.8816], [-0.1085, 0.8547, 0.5351], [0.1064, -0.2000, 0.1263], [-0.0756, -0.1508, -0.2468], [0.3515, 2.0295, 1.1467], [0.1623, -0.7038, -0.4827], [-0.7190, -1.2030, -0.7254], [0.2887, 0.0745, -0.0572], [-0.7620, -1.1981, -0.0765], [0.0905, -0.3850, -0.1240], [-0.0875, 0.0929, 0.0588]],
  "lowdin_charge": [-0.23, -0.45, -0.28, 0.13, 0.12, -0.36, 0.13, 0.26, 0.75, 0.94, -0.14, 0.11]
}